{"formula": "C3H16O4S", "method": "wB97M-V/def2-TZVPD", "total_charge": 0, "homo_energy_ha": -0.3443, "lumo_ha": 0.022, "smiles": "CCCS.O.O.O.O", "symbols": ["C", "C", "C", "S", "H", "H", "H", "H", "H", "H", "H", "H", "O", "H", "H", "O", "H", "H", "O", "H", "H", "O", "H", "H"], "positions_angstrom": [[0.63049, 1.73799, 1.77922], [0.86042, 0.36843, 1.14967], [2.18521, 0.38047, 0.38347], [2.33464, -1.13181, -0.60634], [1.51812, 2.06616, 2.19657], [0.34187, 2.49526, 0.99174], [-0.11740, 1.75442, 2.52142], [-0.13803, 0.10711, 0.65876], [1.01654, -0.39276, 1.88726], [2.32561, 1.44475, -0.17530], [2.93888, 0.41585, 1.25625], [3.55856, -1.54469, -0.16869], [-1.38797, -2.89878, -0.27914], [-1.47345, -3.61577, 0.35349], [-1.82508, -2.16452, 0.10835], [-0.06580, -0.98654, -2.41152], [0.85762, -0.90489, -2.09194], [-0.56068, -1.72562, -1.99606], [-1.33708, 1.41628, -1.50917], [-1.11732, 0.55735, -1.87374], [-1.98445, 1.84040, -2.07030], [-2.86351, 0.16285, 0.34175], [-3.44359, -0.08935, -0.35739], [-2.25359, 0.70742, -0.08837]]}

=====

{"formula": "C3H16O5", "method": "wB97M-V/def2-TZVPD", "multiplicity": 2, "total_charge": -1, "homo_energy_ha": [0.0249, -0.2545], "lumo_ha": [0.131, 0.123], "symbols": ["C", "O", "H", "H", "H", "H", "C", "O", "H", "H", "H", "H", "C", "O", "H", "H", "H", "H", "O", "H", "H", "O", "H", "H"], "positions_angstrom": [[-0.64363, 2.51654, 2.63493], [-1.26357, 2.33742, 1.43092], [0.36074, 2.81092, 2.33051], [-1.21518, 3.20771, 3.25437], [-0.57446, 1.68350, 3.33448], [-1.12483, 3.06200, 0.81664], [-2.57396, -2.12122, 0.07603], [-1.21443, -2.53208, -0.25090], [-2.94074, -1.36101, -0.61365], [-3.14516, -3.04438, 0.17401], [-2.50668, -1.62827, 1.04586], [-0.66627, -2.76442, 0.50218], [0.63940, -0.80782, -3.91191], [0.58566, -0.45591, -2.52694], [1.66803, -0.78865, -4.27199], [0.12842, -1.72283, -4.21146], [0.18659, 0.05831, -4.39451], [-0.23128, -0.71585, -2.09492], [1.29990, 0.27648, 1.00361], [0.93947, 0.17418, 1.88443], [1.03149, -0.51723, 0.54079], [4.01440, 0.94970, 0.84831], [4.18416, 0.33943, 1.56593], [3.06192, 1.04349, 0.83330]]}

=====

Table of energy above the lowest of the compared OMol25 structures with the same formula, charge and spin (eV), in record order: 1.2673 1.5009
Table of total energy (eV), in record order: -22395.362 -13605.135